#w
{
  "formula": "C9H18N2O4",
  "method": "ωB97M-V/def2-TZVPD",
  "symbols": ["O", "O", "O", "O", "N", "N", "C", "C", "C", "C", "C", "C", "C", "C", "C", "H", "H", "H", "H", "H", "H", "H", "H", "H", "H", "H", "H", "H", "H", "H", "H", "H", "H"],
  "xyz": [[-4.496, -1.665, 0.442], [-0.844, -1.263, -1.396], [-3.263, 2.098, 0.683], [-5.133, 0.902, 0.314], [0.663, 1.812, -0.879], [-1.594, 0.548, -0.334], [-3.853, 1.125, 0.257], [-0.591, -0.196, -0.893], [3.577, -0.208, 1.786], [3.921, -0.223, -0.663], [2.972, 0.296, 0.459], [1.500, -0.228, 0.330], [-3.184, -1.333, 0.144], [-2.992, 0.073, -0.449], [0.817, 0.386, -0.854], [-4.385, -2.426, 1.011], [1.633, -1.339, 0.164], [0.102, 2.078, -1.685], [1.334, 0.005, -1.734], [-5.287, -0.010, -0.012], [0.980, -0.090, 1.278], [-2.581, -1.484, 1.027], [4.095, -1.296, -0.583], [-1.378, 1.408, 0.193], [4.658, 0.046, 1.765], [3.445, -1.275, 1.899], [4.865, 0.272, -0.618], [1.582, 2.275, -0.997], [-3.399, 0.047, -1.488], [-2.779, -2.069, -0.626], [2.972, 1.402, 0.486], [3.508, -0.018, -1.622], [3.132, 0.350, 2.597]],
  "lumo_energy_ha": 0.0188,
  "orbital_gap_ev": 10.05,
  "smiles": "CC(C)C[C@H](N)C(=O)N[C@@H](CO)C(=O)O",
  "multiplicity": 1,
  "homo_energy_ev": -9.5
}

#x
{
  "formula": "C9H18N2O4",
  "method": "ωB97M-V/def2-TZVPD",
  "symbols": ["O", "O", "O", "O", "N", "N", "C", "C", "C", "C", "C", "C", "C", "C", "C", "H", "H", "H", "H", "H", "H", "H", "H", "H", "H", "H", "H", "H", "H", "H", "H", "H", "H"],
  "xyz": [[5.030, -0.921, -1.168], [4.196, -1.460, 0.861], [2.133, 2.340, 0.095], [1.602, -1.110, 1.523], [1.532, -0.405, -0.645], [-0.687, 1.206, 0.867], [-1.386, -0.475, -0.669], [0.887, -0.759, 0.533], [2.932, 0.169, -0.781], [-3.452, -1.646, 0.198], [-3.639, 0.759, -0.308], [4.121, -0.840, -0.405], [3.121, 1.218, 0.230], [-2.854, -0.566, -0.786], [-0.652, -0.261, 0.583], [-0.968, -1.556, -1.004], [-1.149, 0.239, -1.606], [-4.878, 0.508, 0.718], [3.140, 0.541, -1.747], [-3.867, -0.803, 1.124], [-2.767, -2.451, 0.527], [-4.498, -2.187, -0.343], [4.104, 1.555, 0.038], [-0.018, 1.680, 0.111], [-1.185, -0.678, 1.489], [-3.122, -0.805, -1.887], [3.365, -1.264, 1.337], [3.113, 0.864, 1.209], [2.178, 3.169, 0.730], [-4.218, 1.239, -1.639], [-2.418, 1.456, 0.289], [0.789, -0.154, -1.348], [-0.482, 1.395, 1.875]],
  "lumo_energy_ha": 0.0052,
  "orbital_gap_ev": 9.20,
  "multiplicity": 1,
  "homo_energy_ev": -9.1
}

Least stable = #x

#w
{
  "formula": "C23H23N3O3",
  "method": "ωB97M-V/def2-TZVPD",
  "symbols": ["O", "O", "O", "N", "N", "N", "C", "C", "C", "C", "C", "C", "C", "C", "C", "C", "C", "C", "C", "C", "C", "C", "C", "C", "C", "C", "C", "C", "C", "H", "H", "H", "H", "H", "H", "H", "H", "H", "H", "H", "H", "H", "H", "H", "H", "H", "H", "H", "H", "H", "H", "H"],
  "xyz": [[1.424, -0.129, -2.777], [2.330, -3.398, 3.906], [3.046, -5.185, 2.638], [-1.566, -1.593, 0.241], [-0.367, 0.332, -1.462], [1.531, 1.714, -1.494], [0.246, -2.987, 2.637], [1.247, 4.722, 0.609], [-0.803, 3.045, -2.670], [1.720, 3.538, 0.034], [-1.093, -0.799, -2.001], [-0.140, 3.529, -1.524], [-0.071, -4.517, 0.796], [-1.031, -1.992, -1.048], [3.350, -4.359, 3.741], [0.879, 0.585, -1.956], [-2.453, 4.784, -2.488], [-0.630, 4.709, -0.903], [-1.809, 5.303, -1.402], [1.420, -3.642, 2.910], [-0.848, 0.701, -0.151], [-1.772, -2.702, 1.163], [-0.780, -0.507, 0.790], [1.855, -4.723, 2.142], [1.120, -5.182, 1.077], [1.030, 2.918, -0.984], [0.079, 5.282, 0.173], [-0.512, -3.439, 1.550], [-1.930, 3.658, -3.141], [-0.398, 2.196, -3.199], [-0.651, -1.063, -2.962], [-2.186, 6.189, -0.911], [2.521, 1.695, -1.696], [1.453, -6.020, 0.488], [-2.136, -0.495, -2.138], [3.429, -4.974, 4.652], [-0.080, -2.162, 3.247], [0.015, -2.336, -0.975], [-1.197, -0.226, 1.760], [-0.308, 6.180, 0.631], [-2.421, 3.282, -4.026], [4.312, -3.849, 3.566], [-1.641, -2.805, -1.445], [-1.889, 1.028, -0.248], [-2.253, -2.292, 2.055], [-3.354, 5.247, -2.864], [-0.260, 1.516, 0.265], [0.279, -0.790, 0.929], [-2.471, -3.390, 0.680], [2.630, 3.089, 0.405], [-0.670, -4.860, -0.033], [1.807, 5.176, 1.413]],
  "lumo_energy_ha": 0.0166,
  "orbital_gap_ev": 8.49,
  "smiles": "O=C(Nc1cccc2ccccc12)N1CCN(Cc2ccc3c(c2)OCO3)CC1",
  "multiplicity": 1,
  "homo_energy_ev": -8.0
}

#x
{
  "formula": "C23H23N3O3",
  "method": "ωB97M-V/def2-TZVPD",
  "symbols": ["O", "O", "O", "N", "N", "N", "C", "C", "C", "C", "C", "C", "C", "C", "C", "C", "C", "C", "C", "C", "C", "C", "C", "C", "C", "C", "C", "C", "C", "H", "H", "H", "H", "H", "H", "H", "H", "H", "H", "H", "H", "H", "H", "H", "H", "H", "H", "H", "H", "H", "H", "H"],
  "xyz": [[-6.806, 1.156, -1.137], [-1.918, -2.782, -0.754], [-4.978, 2.394, -0.482], [3.730, -2.051, -2.669], [1.415, -1.069, 1.090], [3.927, -0.753, -2.474], [3.600, -0.349, -1.221], [1.078, -1.032, 2.501], [-5.732, 0.329, -0.991], [-5.647, -1.030, -1.186], [-3.395, 0.503, -0.369], [3.168, -1.496, -0.561], [-4.409, -1.617, -0.966], [-0.931, -0.962, 0.435], [-4.619, 1.076, -0.593], [-3.293, -0.885, -0.560], [0.376, -1.750, 0.340], [3.744, 1.029, -0.783], [4.732, 1.850, -1.328], [-1.347, -0.854, 1.909], [-6.345, 2.454, -0.826], [3.032, 2.862, 0.606], [4.864, 3.160, -0.908], [-0.205, -0.230, 2.703], [2.892, 1.551, 0.190], [3.279, -2.515, -1.521], [4.015, 3.671, 0.060], [-2.033, -1.645, -0.351], [2.730, -1.654, 0.857], [5.417, 1.457, -2.067], [3.438, -1.134, 1.511], [0.946, -2.049, 2.913], [5.635, 3.785, -1.335], [-6.503, -1.605, -1.496], [-1.557, -1.856, 2.291], [4.248, -0.174, -3.235], [-6.479, 3.111, -1.700], [2.368, 3.258, 1.361], [3.047, -3.556, -1.409], [-0.454, -0.202, 3.765], [-6.923, 2.856, 0.022], [-0.040, 0.793, 2.361], [0.685, -1.814, -0.706], [0.211, -2.777, 0.707], [-2.560, 1.115, -0.078], [2.744, -2.728, 1.116], [4.121, 4.695, 0.387], [1.900, -0.553, 3.040], [-2.255, -0.257, 2.010], [2.121, 0.916, 0.599], [-4.284, -2.680, -1.108], [-0.753, 0.040, 0.037]],
  "lumo_energy_ha": 0.0187,
  "orbital_gap_ev": 8.89,
  "smiles": "O=C(c1ccc2c(c1)OCO2)[C@H]1CCCN(Cc2cn[nH]c2-c2ccccc2)C1",
  "multiplicity": 1,
  "homo_energy_ev": -8.4
}

Least stable = #x

#w
{
  "formula": "C3H3ClOS",
  "method": "ωB97M-V/def2-TZVPD",
  "symbols": ["Cl", "S", "O", "C", "C", "C", "H", "H", "H"],
  "xyz": [[-1.483, -1.384, -0.158], [2.327, -0.262, 0.068], [-0.777, 2.280, -0.328], [-0.428, -0.134, 0.514], [-1.184, 1.292, 0.370], [0.857, 0.097, -0.388], [-1.995, 1.499, 1.002], [0.605, 0.671, -1.260], [0.103, -0.223, 1.509]],
  "lumo_energy_ha": -0.0248,
  "orbital_gap_ev": 8.47,
  "smiles": "O=C[C@@H](Cl)C=S",
  "multiplicity": 1,
  "homo_energy_ev": -9.1
}

#x
{
  "formula": "C3H3ClOS",
  "method": "ωB97M-V/def2-TZVPD",
  "symbols": ["Cl", "S", "O", "C", "C", "C", "H", "H", "H"],
  "xyz": [[2.044, -0.943, -0.507], [-1.349, -1.759, -0.081], [-2.128, 0.576, -0.797], [-1.232, -0.043, -0.278], [-0.032, 0.685, 0.153], [1.268, 0.434, 0.079], [-0.300, 1.682, 0.563], [1.939, 1.265, 0.278], [-0.211, -1.899, 0.591]],
  "lumo_energy_ha": 0.0040,
  "orbital_gap_ev": 10.31,
  "smiles": "O=C(S)/C=C\\Cl",
  "multiplicity": 1,
  "homo_energy_ev": -10.2
}

Least stable = #w